Record 1
ORCA calculation (wB97M-V/def2-TZVPD) on the molecule C4H11N2S.

Results
Highest occupied orbital energy (alpha / beta)   -7.3 / -8.2 eV
Energy above the lowest of the compared OMol25 structures with the same formula, charge and spin   14.0 kcal/mol
Total energy   -666.6295 Eh
LUMO level (alpha / beta)   0.89 / 0.51 eV
2S+1   2

Element x y z (Å)
C: 0.838 -0.966 -2.774
C: 0.636 -0.839 -1.269
S: -0.553 0.499 -0.946
H: 1.166 -0.035 -3.218
H: -0.092 -1.257 -3.267
H: 1.545 -1.770 -2.962
H: 1.581 -0.609 -0.788
H: 0.242 -1.768 -0.858
C: -0.460 0.758 0.912
C: 0.222 -0.341 1.605
N: -0.543 -1.360 2.208
N: 0.050 2.097 1.172
H: -1.510 0.749 1.175
H: 1.285 -0.322 1.814
H: -0.081 -1.738 3.023
H: -0.776 -2.132 1.586
H: 1.018 2.061 1.469
H: -0.480 2.511 1.936

Results of the Löwdin charge analysis, in e, for atoms 1 through 8: -0.19, -0.58, 0.86, 0.06, 0.07, 0.07, 0.07, 0.06

Record 2
ORCA calculation (wB97M-V/def2-TZVPD) on a cluster of 3 separate species, C6H17NO2 in total at a distorted geometry.

Results
Highest occupied orbital energy (alpha / beta)   -8.1 / -8.1 eV
Energy above the lowest of the compared OMol25 structures with the same formula, charge and spin   116.4 kcal/mol
Total energy   -443.8555 Eh
LUMO level (alpha / beta)   -0.04 / -0.04 eV

Element x y z (Å)
C: -1.064 -0.410 -0.538
C: -1.572 1.329 1.975
C: -1.617 0.704 -1.353
C: -0.678 -1.692 -1.190
O: -0.460 0.592 1.591
H: -1.587 -0.579 0.388
H: -1.505 2.398 1.703
H: -1.709 1.278 3.065
H: -2.512 0.941 1.531
H: -1.185 0.737 -2.353
H: -2.703 0.582 -1.436
H: -1.429 1.660 -0.862
H: -1.603 -2.253 -1.386
H: -0.143 -1.549 -2.128
H: -0.077 -2.311 -0.523
C: 2.203 -0.433 -0.405
C: 2.193 -0.873 1.050
N: 1.044 0.411 -0.749
O: 1.027 1.600 -0.024
H: 0.375 1.287 0.818
H: 1.116 0.678 -1.731
H: 3.124 0.127 -0.616
H: 2.177 -1.293 -1.081
H: 2.261 -0.009 1.706
H: 1.274 -1.397 1.306
H: 3.048 -1.525 1.242

Results of the Löwdin charge analysis, in e, for atoms 1 through 8: -0.10, -0.26, -0.08, -0.08, -0.33, 0.09, 0.07, 0.07

Record 3
ORCA calculation (wB97M-V/def2-TZVPD) on a cluster of 2 separate species, C6H12INO in total at a distorted geometry.

Results
Highest occupied orbital energy   -8.5 eV
Structure (SMILES)   C/C(O)=N\I.C=C(C)C
Energy above the lowest of the compared OMol25 structures with the same formula, charge and spin   14.1 kcal/mol
Total energy   -663.4280 Eh
LUMO level   0.34 eV

Element x y z (Å)
C: -0.262 2.848 0.512
C: -0.902 3.616 -0.519
C: -0.565 -2.421 -1.054
C: 1.102 -0.862 -0.223
C: 0.856 -3.093 0.937
C: 0.460 -2.048 -0.038
N: -0.469 1.605 0.842
O: 0.711 3.505 1.080
I: -1.981 0.516 0.111
H: -0.325 4.501 -0.835
H: -1.116 3.141 -1.421
H: -1.928 4.015 -0.271
H: -1.583 -2.463 -0.683
H: -0.498 -1.580 -1.806
H: -0.335 -3.375 -1.555
H: 1.152 3.019 1.871
H: 0.832 -0.212 -1.063
H: 1.814 -0.618 0.513
H: 0.848 -4.066 0.565
H: 1.875 -2.933 1.213
H: 0.314 -3.094 1.827

Results of the Löwdin charge analysis, in e, for atoms 1 through 8: -0.67, -0.08, -0.16, -0.03, -0.06, -0.45, -0.43, 0.06

Record 4
ORCA calculation (wB97M-V/def2-TZVPD) on a structure of composition C2H6CsO at a distorted geometry.

Results
Highest occupied orbital energy (alpha / beta)   -21.8 / -21.6 eV
Charge   +2
Energy above the lowest of the compared OMol25 structures with the same formula, charge and spin   0.0 kcal/mol
Total energy   -174.4500 Eh
LUMO level (alpha / beta)   -7.34 / -13.74 eV
2S+1   2

Element x y z (Å)
Cs: 0.216 -3.702 1.467
C: 0.676 -0.113 0.282
C: -0.156 0.952 -0.439
O: -1.516 0.869 -0.192
H: 1.276 -0.711 -0.403
H: 0.016 -0.816 0.790
H: 1.236 0.381 1.077
H: 0.084 0.724 -1.478
H: 0.185 1.961 -0.207
H: -2.018 0.454 -0.897

Results of the Löwdin charge analysis, in e, for atoms 1 through 8: 1.04, 0.01, -0.14, 0.32, 0.11, 0.02, 0.12, 0.16

Record 5
ORCA calculation (wB97M-V/def2-TZVPD) on a cluster of 7 separate species, C10H35O7 in total at a distorted geometry.

Results
Highest occupied orbital energy (alpha / beta)   -16.2 / -16.1 eV
Charge   +2
Total energy   -927.8626 Eh
LUMO level (alpha / beta)   -5.69 / -12.67 eV
2S+1   2

Element x y z (Å)
O: -0.061 0.285 0.063
H: 0.198 -0.553 0.453
H: -0.247 0.082 -0.857
H: 0.710 0.857 0.063
C: -3.181 -0.832 -0.181
C: -2.549 -2.232 -0.317
C: -3.318 -3.237 -1.103
O: -1.320 -1.918 -1.002
H: -4.181 -1.002 0.219
H: -3.455 -0.495 -1.181
H: -2.739 -0.181 0.574
H: -2.467 -2.581 0.713
H: -2.991 -4.229 -0.791
H: -3.250 -3.094 -2.181
H: -4.387 -3.278 -0.894
H: -0.905 -2.732 -1.296
C: 2.943 3.863 0.771
C: 2.628 2.437 1.224
C: 1.657 2.473 2.260
O: 2.119 1.776 0.028
H: 3.441 4.267 1.652
H: 2.152 4.604 0.653
H: 3.735 3.867 0.022
H: 3.510 1.892 1.561
H: 1.933 3.066 3.132
H: 1.520 1.535 2.797
H: 0.684 2.841 1.935
H: 2.661 1.987 -0.736
C: 1.292 0.565 -3.477
O: 1.471 -0.301 -2.392
H: 0.324 0.305 -3.905
H: 1.343 1.634 -3.269
H: 1.880 0.410 -4.381
H: 2.082 -1.021 -2.562
C: -1.949 2.420 -2.055
O: -1.389 1.073 -2.109
H: -3.002 2.499 -1.787
H: -1.415 3.066 -1.358
H: -1.797 2.983 -2.976
H: -1.765 0.557 -2.826
C: 2.229 -2.681 0.289
O: 1.017 -2.247 0.893
H: 2.643 -3.291 1.091
H: 2.023 -3.161 -0.668
H: 2.831 -1.794 0.091
H: 0.506 -3.033 1.100
C: -0.225 -1.081 3.755
O: -1.412 -1.600 3.215
H: 0.417 -1.841 4.201
H: 0.351 -0.506 3.029
H: -0.429 -0.397 4.579
H: -1.868 -2.030 3.943

Results of the Löwdin charge analysis, in e, for atoms 1 through 8: 0.25, 0.09, 0.07, 0.07, 0.00, -0.36, 0.00, 0.12

Record 6
ORCA calculation (wB97M-V/def2-TZVPD) on a structure of composition C63H61BBrIN5OPPt.

Results
Highest occupied orbital energy   -6.6 eV
Energy above the lowest of the compared OMol25 structures with the same formula, charge and spin   0.0 kcal/mol
Total energy   -6143.6039 Eh
LUMO level   -0.12 eV

Element x y z (Å)
Pt: -0.616 -0.226 -0.940
Br: 3.928 6.270 9.225
C: 3.972 5.045 7.780
C: 2.928 4.144 7.617
C: 2.933 3.291 6.529
C: 3.987 3.311 5.614
C: 5.044 4.186 5.824
C: 5.037 5.063 6.899
N: 4.056 2.501 4.449
N: 2.995 1.878 4.199
C: 2.843 1.353 2.933
C: 3.789 1.474 1.913
C: 3.512 1.092 0.627
C: 2.226 0.637 0.225
O: 1.930 0.441 -0.978
C: 1.253 0.428 1.305
N: 0.005 -0.039 0.995
C: -0.892 -0.201 1.950
C: -0.623 0.080 3.292
C: 0.607 0.559 3.634
C: 1.586 0.751 2.635
H: 2.117 4.117 8.331
H: 2.132 2.580 6.383
H: 5.864 4.190 5.118
H: 5.853 5.756 7.049
H: 4.757 1.882 2.174
H: 4.253 1.179 -0.158
H: -1.867 -0.547 1.643
H: -1.395 -0.080 4.030
H: 0.851 0.811 4.656
I: -3.752 0.814 -0.535
C: -4.351 2.726 -1.127
C: -5.710 2.856 -1.208
C: -6.312 4.093 -1.500
C: -5.518 5.179 -1.675
C: -4.107 5.078 -1.597
C: -3.359 6.264 -1.760
C: -2.006 6.246 -1.648
C: -1.358 5.023 -1.438
C: -2.016 3.821 -1.324
P: -0.749 2.400 -1.284
C: 0.121 3.101 0.174
C: 1.370 3.706 0.192
C: 1.834 4.310 1.356
C: 1.058 4.321 2.502
C: -0.179 3.686 2.498
C: -0.639 3.077 1.345
C: 0.142 2.856 -2.821
C: -0.585 3.345 -3.909
C: 0.049 3.670 -5.096
C: 1.422 3.508 -5.219
C: 2.142 2.967 -4.165
C: 1.507 2.625 -2.978
C: -3.456 3.824 -1.345
H: -6.338 1.996 -1.025
H: -7.389 4.168 -1.557
H: -5.948 6.155 -1.864
H: -3.890 7.184 -1.971
H: -1.422 7.152 -1.743
H: -0.277 5.037 -1.393
H: 1.984 3.725 -0.698
H: 2.809 4.781 1.359
H: 1.409 4.824 3.394
H: -0.786 3.669 3.394
H: -1.610 2.589 1.349
H: -1.657 3.483 -3.834
H: -0.531 4.063 -5.922
H: 1.924 3.790 -6.135
H: 3.208 2.808 -4.261
H: 2.066 2.138 -2.190
C: 2.241 -5.029 1.464
C: 1.622 -3.698 1.021
C: 2.699 -2.625 0.871
C: 0.507 -3.322 1.983
C: 0.799 -3.229 3.338
C: -0.214 -3.147 4.275
C: -1.531 -3.186 3.852
C: -1.876 -3.205 2.502
C: -3.375 -3.272 2.209
C: -3.893 -2.353 1.102
C: -3.837 -4.718 1.965
C: -0.830 -3.221 1.564
N: -1.076 -3.219 0.154
B: -0.698 -2.292 -0.907
N: -0.762 -3.125 -2.116
C: -1.227 -4.392 -1.748
C: -1.409 -4.450 -0.425
C: -0.192 -3.036 -3.434
C: -0.769 -2.249 -4.440
C: -0.206 -2.252 -5.711
C: 0.889 -3.040 -6.013
C: 1.440 -3.827 -5.021
C: 0.928 -3.830 -3.728
C: 1.643 -4.673 -2.688
C: 3.097 -4.216 -2.532
C: 1.582 -6.162 -3.038
C: -1.954 -1.331 -4.217
C: -3.137 -1.941 -3.459
C: -1.405 -0.082 -3.550
H: 2.965 -5.369 0.721
H: 1.476 -5.800 1.576
H: 2.763 -4.929 2.417
H: 1.185 -3.856 0.038
H: 2.999 -2.208 1.835
H: 2.338 -1.813 0.244
H: 3.583 -3.044 0.388
H: 1.832 -3.255 3.663
H: 0.020 -3.090 5.330
H: -2.325 -3.186 4.591
H: -3.857 -2.944 3.134
H: -3.318 -2.446 0.184
H: -3.868 -1.311 1.427
H: -4.935 -2.594 0.881
H: -3.699 -5.006 0.924
H: -4.899 -4.813 2.197
H: -3.290 -5.419 2.597
H: -1.402 -5.154 -2.489
H: -1.701 -5.291 0.179
H: -0.643 -1.621 -6.477
H: 1.305 -3.043 -7.012
H: 2.295 -4.451 -5.249
H: 1.153 -4.544 -1.728
H: 3.693 -4.490 -3.404
H: 3.548 -4.692 -1.658
H: 3.157 -3.135 -2.403
H: 2.138 -6.373 -3.953
H: 0.553 -6.493 -3.186
H: 2.018 -6.757 -2.233
H: -2.317 -1.034 -5.205
H: -2.960 -1.953 -2.385
H: -3.314 -2.966 -3.786
H: -4.040 -1.359 -3.647
H: -0.893 -0.464 -2.624
H: -2.173 0.657 -3.325
H: -0.614 0.386 -4.133

Results of the Löwdin charge analysis, in e, for atoms 1 through 8: 0.77, 0.72, -0.70, -0.13, -0.03, -0.26, -0.03, -0.13

Record 7
ORCA calculation (wB97M-V/def2-TZVPD) on a cluster of 2 separate species, C4H8O2 in total.

Results
Highest occupied orbital energy   -9.8 eV
Structure (SMILES)   C[C@@H]1CO1.C=O
Energy above the lowest of the compared OMol25 structures with the same formula, charge and spin   62.1 kcal/mol
Total energy   -307.6135 Eh
LUMO level   1.09 eV

Element x y z (Å)
C: 1.085 -0.920 -1.557
C: 0.260 -0.043 -0.658
C: 0.860 0.763 0.404
O: 0.171 -0.447 0.708
C: -1.954 0.335 1.556
O: -2.403 1.083 0.718
H: 1.339 -0.379 -2.474
H: 2.011 -1.211 -1.053
H: 0.540 -1.827 -1.837
H: -0.690 0.312 -1.064
H: 1.933 0.713 0.592
H: -1.275 0.688 2.355
H: 0.339 1.670 0.716
H: -2.217 -0.737 1.594

Results of the Löwdin charge analysis, in e, for atoms 1 through 8: -0.04, -0.34, -0.11, -0.10, -0.17, -0.02, 0.08, 0.08

Record 8
ORCA calculation (wB97M-V/def2-TZVPD) on a structure of composition C24H37AsGeIN2O2Ti.

Results
Highest occupied orbital energy (alpha / beta)   -2.9 / -2.6 eV
Charge   -1
Energy above the lowest of the compared OMol25 structures with the same formula, charge and spin   7.0 kcal/mol
Total energy   -6656.6813 Eh
LUMO level (alpha / beta)   2.55 / 2.52 eV

Element x y z (Å)
Ti: 0.886 0.558 0.519
C: -1.668 -0.788 4.219
C: -2.412 0.004 3.182
N: -3.683 0.284 3.433
C: -4.340 1.071 2.568
C: -3.760 1.660 1.469
C: -4.563 2.605 0.625
O: -4.167 3.974 0.785
C: -2.397 1.393 1.194
C: -1.694 2.099 0.170
N: -0.394 1.967 -0.033
C: 0.330 2.967 -0.708
C: -0.032 4.314 -0.667
C: 0.822 5.279 -1.175
C: 2.050 4.900 -1.703
C: 2.395 3.559 -1.763
C: 1.538 2.552 -1.310
I: 3.154 1.102 2.049
C: -1.732 0.466 2.030
O: -0.515 0.036 1.774
H: -2.360 -1.433 4.757
H: -1.210 -0.104 4.938
H: -0.861 -1.369 3.783
H: -5.387 1.257 2.789
H: -5.622 2.496 0.878
H: -4.450 2.385 -0.438
H: -3.849 4.071 1.689
H: -2.228 2.839 -0.418
H: -0.957 4.601 -0.182
H: 0.544 6.324 -1.126
H: 2.736 5.652 -2.075
H: 3.346 3.269 -2.196
C: -0.109 -4.691 1.698
C: -0.268 -3.204 1.408
As: 1.340 -2.270 0.786
C: 2.633 -2.880 2.122
C: 2.193 -2.466 3.525
C: 1.792 -3.474 -0.704
C: 0.606 -3.666 -1.650
H: -1.064 -5.135 1.991
H: 0.596 -4.861 2.513
H: 0.257 -5.241 0.829
H: -0.597 -2.665 2.294
H: -1.035 -3.020 0.653
H: 3.576 -2.397 1.862
H: 2.767 -3.962 2.046
H: 2.022 -1.389 3.570
H: 2.959 -2.710 4.264
H: 1.272 -2.973 3.821
H: 2.128 -4.432 -0.303
H: 2.636 -3.027 -1.232
H: -0.184 -4.254 -1.182
H: 0.905 -4.181 -2.565
H: 0.173 -2.705 -1.936
C: 1.387 1.833 -4.553
Ge: 1.107 0.484 -3.144
C: -0.828 0.145 -3.086
C: 2.060 -1.118 -3.779
C: 1.802 1.082 -1.439
H: 1.043 1.454 -5.518
H: 2.447 2.083 -4.636
H: 0.841 2.749 -4.321
H: -1.277 0.256 -4.075
H: -1.305 0.852 -2.406
H: -1.042 -0.863 -2.723
H: 1.884 -1.261 -4.847
H: 1.743 -2.018 -3.256
H: 3.133 -0.990 -3.623
H: 2.886 0.925 -1.458

Results of the Löwdin charge analysis, in e, for atoms 1 through 8: 0.41, -0.02, -0.27, 0.08, -0.13, -0.18, -0.22, -0.07